DFT (the ωB97M-V functional and the def2-TZVPD basis) results for C53H45ClN2O4PTi as an isolated structure at a distorted geometry.

Geometry as XYZ:
```
107
Properties=species:S:1:pos:R:3:forces:R:3:lowdin_spin:R:1
Ti -1.1616 -0.8622 -0.3994 -0.6 0.0 -0.9 0.4878
O -1.9234 -1.2633 1.2531 0.5 1.7 1.2 0.0156
C -1.6156 -0.4931 2.4642 0.0 -1.7 0.1 0.0077
C -0.4940 0.5984 2.2259 -1.2 0.9 0.2 -0.0001
C 0.8245 0.3749 1.4693 1.2 0.5 1.4 0.0046
C 1.9607 -0.2142 2.4454 -0.5 -1.4 -0.3 0.0167
C 2.7382 -1.3714 1.8577 -1.3 -0.3 -1.2 0.1482
C 2.3786 -1.7805 0.5946 1.2 0.5 1.1 -0.0102
C 1.4748 -1.1149 -0.3168 -0.9 1.0 2.3 0.2019
C 1.4886 -1.5091 -1.7292 0.7 0.2 -2.0 0.0378
C 0.5233 -2.6996 -2.0863 -0.9 0.4 0.4 0.0193
O -0.7376 -2.2655 -1.5235 0.7 -0.5 -0.3 0.0105
C 0.2750 -2.7653 -3.6289 -1.8 -1.6 -0.1 0.0004
C -0.0029 -4.0553 -4.2254 0.9 1.6 0.7 0.0008
C -0.5910 -4.1161 -5.4632 -0.1 -0.9 -0.3 0.0001
C -0.8596 -2.9685 -6.1670 0.7 1.1 -1.7 0.0004
C -0.5063 -1.7278 -5.6909 -0.5 1.2 0.6 0.0001
C -0.1635 -1.6363 -4.3575 1.0 -1.0 1.5 0.0008
C 0.9072 -4.1005 -1.4664 0.0 1.1 -1.2 0.0007
C 2.0437 -4.7249 -2.0348 0.0 1.1 -0.4 0.0002
C 2.4175 -6.0281 -1.7410 0.4 0.1 -0.3 0.0000
C 1.7858 -6.6099 -0.6516 -0.8 -0.1 -0.3 0.0000
C 0.6700 -5.9788 -0.1052 -1.0 -0.5 1.5 0.0000
C 0.1022 -4.7839 -0.5487 2.5 -0.3 -1.1 -0.0001
N 0.5877 -0.2121 0.1908 0.8 -0.7 -0.6 0.0118
C -2.9309 0.1494 3.0192 -0.3 -1.1 -0.4 -0.0002
C -4.1397 -0.5483 2.7014 0.1 0.9 -1.4 0.0003
C -5.4009 -0.0277 2.9179 0.4 -0.2 1.3 0.0000
C -5.4846 1.1627 3.6700 -1.5 -0.4 -1.0 0.0001
C -4.3581 1.8815 3.8697 1.9 -0.9 1.3 0.0000
C -3.0478 1.2927 3.7922 -1.5 0.8 -0.7 0.0001
C -1.1902 -1.5387 3.4913 1.7 -0.3 2.6 0.0010
C -1.0740 -1.1752 4.9123 -0.7 0.1 -2.0 0.0006
C -0.5003 -2.0487 5.8225 0.1 1.7 0.9 0.0003
C -0.0058 -3.2974 5.5035 0.4 -1.1 -0.4 0.0000
C -0.0073 -3.6474 4.1541 -0.7 0.8 -1.0 0.0004
C -0.6141 -2.7782 3.1706 0.8 -0.3 0.6 0.0004
H -0.2175 1.0375 3.2185 -0.4 -0.3 -0.7 -0.0001
H -1.0620 1.3827 1.6777 0.4 0.0 0.2 0.0002
H 1.4818 -0.5138 3.4012 0.5 0.0 -0.4 0.0046
H 3.4768 -1.9193 2.4746 -0.6 0.3 -0.5 0.0073
H 2.8316 -2.6354 0.1428 0.6 -0.5 0.0 -0.0027
H 2.5647 -1.7803 -1.9060 -0.9 0.1 -0.4 0.0057
H 1.2049 -0.6321 -2.4446 0.5 -1.4 1.5 0.0027
H 0.2538 -4.9816 -3.7329 0.0 0.1 0.2 0.0000
H -0.7741 -5.0847 -5.9349 -0.1 0.3 0.3 0.0000
H -1.2115 -2.9610 -7.1833 -0.2 -0.6 -0.3 0.0000
H -0.5622 -0.7416 -6.2135 -0.5 -1.3 0.1 0.0000
H -0.3565 -0.7174 -3.8350 0.7 0.6 0.0 0.0006
H 2.6016 -4.1209 -2.7832 -0.4 -0.7 0.4 0.0002
H 3.1507 -6.5708 -2.3829 -0.4 0.6 0.9 0.0000
H 2.0211 -7.6157 -0.3369 0.2 0.0 0.2 0.0000
H 0.1496 -6.4163 0.7658 0.4 -0.2 -0.6 0.0000
H -0.8563 -4.4595 -0.2341 -0.5 0.5 0.4 0.0000
H -4.1250 -1.4373 2.0876 0.5 -0.1 0.1 0.0002
H -6.2671 -0.5906 2.5640 0.1 0.2 0.4 0.0000
H -6.4072 1.5580 4.1215 0.1 -0.2 -0.9 0.0000
H -4.4963 2.8704 4.2247 0.3 0.7 0.9 0.0000
H -2.2851 1.7670 4.4071 0.4 0.1 -0.9 0.0000
H -1.4775 -0.1795 5.2428 0.6 -1.2 -0.3 0.0000
H -0.2723 -1.6209 6.8142 -0.6 -0.5 -0.3 0.0000
H 0.3631 -3.9628 6.3245 -0.1 0.7 -1.1 0.0000
H 0.4866 -4.5320 3.7229 -0.4 0.3 0.7 0.0000
H -0.4745 -3.1072 2.1336 -0.4 0.3 0.3 0.0000
N -3.3181 -1.3766 -1.2042 -0.4 -0.8 0.3 0.0035
C -3.4748 -0.5520 -2.3998 -0.4 0.5 0.2 0.0001
C -2.5480 0.6719 -2.3116 0.8 2.2 -1.4 0.0011
O -2.5740 1.4760 -3.2584 0.0 -1.5 2.0 0.0008
O -1.6865 0.8116 -1.2668 -1.8 -1.4 -1.4 -0.0009
H -3.5140 -2.3908 -1.3599 0.3 1.3 0.1 0.0003
H -3.9639 -1.0233 -0.4908 0.3 -0.4 -0.2 0.0006
H -4.5354 -0.2602 -2.5668 0.7 0.3 0.2 -0.0001
H -3.2133 -1.0374 -3.3333 0.4 -0.5 0.1 0.0000
Cl 1.3192 3.0985 -4.3084 0.2 -0.5 0.2 0.0000
C 2.3599 3.9937 -3.2375 -0.2 0.8 0.6 0.0000
C 3.3518 4.7468 -3.8293 -0.3 1.1 -0.5 0.0000
C 3.9494 5.7990 -3.1345 -0.6 -0.9 1.7 0.0000
C 3.4132 6.1379 -1.8686 1.0 0.5 -0.6 0.0000
C 2.4136 5.3907 -1.2683 0.3 -1.6 -1.3 0.0000
C 2.0114 4.1665 -1.8776 0.5 1.0 -0.9 -0.0001
P 1.1597 2.7694 -1.1139 -0.9 -0.3 0.5 -0.0002
C -0.2474 3.7465 -0.4389 1.1 1.0 0.8 -0.0001
C -0.0562 4.6829 0.5942 -2.6 0.2 -0.8 0.0000
C -1.0695 5.6521 0.8075 0.2 -0.9 -0.5 0.0000
C -2.2703 5.6821 0.0642 0.9 -1.1 -0.3 0.0000
C -2.4315 4.6922 -0.9168 0.4 0.4 0.2 0.0000
C -1.3838 3.8215 -1.2121 -0.2 -0.8 -0.3 0.0000
C 2.2539 2.4471 0.3137 1.2 0.5 0.2 0.0000
C 3.6060 2.6501 0.2253 -1.9 -0.1 -0.2 0.0028
C 4.5189 2.0720 1.1786 1.1 -1.0 1.0 0.0008
C 4.1183 1.2533 2.1746 1.1 0.2 -0.1 0.0033
C 2.6716 1.1271 2.5331 0.8 -0.4 -0.9 0.0074
C 1.7165 1.7768 1.5483 -2.2 -0.5 -0.1 0.0037
H 3.4227 4.6999 -4.9051 0.6 -0.4 -0.1 0.0000
H 4.8759 6.2569 -3.4333 -0.2 0.4 -0.6 0.0000
H 3.8842 6.9916 -1.3572 -0.6 -0.4 -0.1 0.0000
H 1.9307 5.6881 -0.3681 0.1 0.1 0.7 0.0000
H 0.8094 4.6507 1.2014 0.7 0.1 0.6 0.0000
H -0.9006 6.3642 1.5738 0.0 0.7 0.6 0.0000
H -3.0583 6.4230 0.1877 0.3 -0.1 0.3 0.0000
H -3.3545 4.6190 -1.4656 -0.1 0.1 -0.3 0.0000
H -1.3677 3.1062 -2.0340 -0.8 0.3 0.0 0.0000
H 4.0238 3.1639 -0.6309 0.0 0.0 0.0 0.0001
H 5.6076 2.2144 1.0243 -0.8 -0.1 0.0 0.0000
H 4.8922 0.7249 2.7759 -0.7 0.5 -0.4 0.0002
H 2.5159 1.5254 3.4981 0.1 0.6 1.2 0.0001
H 1.0325 2.3941 2.1649 0.4 0.5 -0.9 0.0001
```
Positions in Å, forces in eV/Å.

Computed properties:
ΔE to the lowest compared entry with this formula, charge and spin   3.396 eV
Gap between HOMO and LUMO (alpha / beta)   6.1 / 7.3 eV
Strongest force on any atom   3.2 eV Å⁻¹
LUMO energy (alpha / beta)   -0.32 / -0.21 eV
HOMO level (alpha / beta)   -0.2344 / -0.2771 hartree
2S+1   2
⟨S²⟩   0.79